{
  "formula": "C8H18NSi",
  "method": "ωB97M-V/def2-TZVPD",
  "elements": ["C", "C", "C", "C", "C", "C", "C", "C", "N", "Si", "H", "H", "H", "H", "H", "H", "H", "H", "H", "H", "H", "H", "H", "H", "H", "H", "H", "H"],
  "positions_angstrom": [[2.211511, -0.382774, -0.823857], [0.631146, -1.736825, 0.813901], [2.778462, 0.258436, 0.348916], [1.099994, -1.387739, -0.548978], [-0.229410, -0.918839, -0.083143], [-1.448878, 1.208579, -1.712542], [-1.528220, 1.213382, 1.400003], [-3.060954, -1.147981, -0.190857], [1.888019, 1.363368, 0.781940], [-1.760860, 0.247863, -0.076549], [1.717797, 0.286021, -1.549226], [3.131120, -0.744655, -1.255807], [0.438878, -2.876987, 0.941607], [0.912627, -1.329307, 1.920493], [2.890459, -0.471098, 1.110655], [3.785999, 0.609401, 0.192873], [1.020554, -2.143426, -1.234647], [-2.288228, 1.750514, -2.101700], [-0.513835, 1.737818, -1.715573], [-1.311691, 0.421212, -2.378939], [-1.990811, 2.193825, 1.241314], [-2.114502, 0.881442, 2.280445], [-0.441884, 1.354690, 1.512147], [-4.030435, -0.807411, 0.027565], [-3.066405, -1.735504, -1.204379], [-2.766723, -1.752731, 0.636717], [2.139423, 1.871063, 1.613612], [1.906835, 2.037652, 0.053999]],
  "atomic_forces_ev_per_a": [[-0.68, 0.15, -2.07], [-1.05, -1.76, 2.84], [-0.67, 2.46, 1.74], [0.25, 2.47, 1.61], [2.16, -0.64, 1.32], [-0.49, -0.51, 1.98], [-0.81, 0.99, 1.61], [1.62, -0.12, -2.08], [-0.24, -1.16, 0.12], [-0.22, -0.54, -2.98], [0.83, 0.33, 0.18], [-0.37, -1.24, -0.99], [-0.08, 2.02, -0.25], [-0.53, -0.53, -3.01], [-0.07, -0.68, 1.09], [0.44, 0.19, -0.46], [-0.03, -2.17, -1.60], [-0.28, 0.69, 0.06], [0.19, 0.69, 0.17], [0.27, -1.57, -1.51], [0.26, 0.11, -0.34], [0.95, -0.28, -0.18], [-0.47, -0.04, 0.49], [-1.39, 0.59, 0.08], [0.13, 1.11, 2.02], [0.05, -1.05, 0.49], [0.38, -0.24, 0.42], [-0.18, 0.74, -0.76]],
  "mulliken_charge": [-0.5495, -0.5246, -1.1107, -0.0383, 0.1813, -1.0798, -0.8481, -1.0971, -0.4479, 0.1935, 0.3253, 0.4303, 0.3303, 0.2449, 0.4117, 0.4867, 0.5189, 0.3997, 0.3244, 0.3780, 0.3660, 0.3274, 0.2528, 0.4153, 0.2791, 0.3836, 0.2424, 0.2047],
  "relative_energy_kcal_mol": 31.5,
  "charge": 1,
  "homo_energy_ev": -13.4,
  "total_energy_ha": -659.493905,
  "e_lumo_ev": -5.97
}